(1)
ORCA calculation (the ωB97M-V functional and the def2-TZVPD basis) on a cluster of 6 separate species, C12H36O6 in total at a distorted geometry.

Last column: Löwdin charge in e.
Cartesian coordinates (Å):
C -6.2979 -0.7450 -9.3162  -0.052
C -6.7998 -1.2833 -10.6221  -0.312
O -7.3549 -2.4944 -10.2816  -0.106
H -5.6860 0.1557 -9.3675  0.034
H -5.6687 -1.4924 -8.8329  0.059
H -7.0783 -0.6540 -8.5607  0.047
H -6.1537 -1.2530 -11.4994  0.125
H -7.5717 -0.6725 -11.0902  0.050
H -7.9873 -2.2415 -9.6050  -0.070
C -4.1060 -3.5306 -8.5125  -0.087
C -4.7872 -4.7268 -7.8778  -0.345
O -4.4969 -4.9449 -6.5476  -0.073
H -4.5824 -3.5202 -9.4928  0.071
H -3.0318 -3.6018 -8.6833  0.075
H -4.3788 -2.5341 -8.1653  0.051
H -4.6463 -5.5953 -8.5212  0.118
H -5.8003 -4.3563 -7.7212  0.110
H -4.7645 -5.8372 -6.3155  0.083
C -8.8534 0.3374 -7.2843  -0.055
C -9.5307 1.0051 -8.5213  -0.252
O -10.4507 0.1399 -9.1343  -0.054
H -8.8358 1.0570 -6.4658  0.085
H -7.8222 -0.0050 -7.3703  0.070
H -9.4354 -0.4978 -6.8946  0.090
H -8.7020 1.4536 -9.0691  0.132
H -10.0941 1.8708 -8.1734  0.126
H -10.7194 0.5355 -9.9667  0.109
C -10.7787 -2.6362 -8.4623  -0.024
C -9.4603 -2.4180 -9.3548  -0.220
O -8.7215 -1.3071 -8.8884  -0.231
H -11.6756 -2.6979 -9.0786  0.069
H -10.9686 -1.7662 -7.8337  0.046
H -10.6681 -3.4340 -7.7278  0.065
H -9.8056 -2.0533 -10.3222  0.086
H -8.8817 -3.3346 -9.4695  0.140
H -9.1828 -0.4708 -8.9860  -0.041
C -9.4331 -0.5268 -12.0523  -0.091
C -9.7516 0.3718 -13.2385  -0.287
O -10.6204 1.3047 -12.6456  -0.073
H -8.6895 -1.3208 -12.1208  0.082
H -10.3387 -1.0892 -11.8253  0.086
H -9.2300 0.0000 -11.1199  0.059
H -10.1980 -0.0838 -14.1225  0.116
H -8.8457 0.8367 -13.6274  0.108
H -11.1311 1.6597 -13.3768  0.086
C -2.6744 1.8452 -9.1217  -0.093
C -3.9539 1.4966 -9.7925  -0.359
O -4.8668 2.3875 -9.2194  -0.070
H -2.4431 2.8577 -9.4524  0.079
H -1.8121 1.2636 -9.4478  0.073
H -2.5967 1.6807 -8.0470  0.083
H -4.2292 0.4536 -9.6364  0.076
H -3.8834 1.6517 -10.8691  0.121
H -5.6254 2.4512 -9.8043  0.082

The energy above the lowest of the compared OMol25 structures with the same formula, charge and spin comes out at 202.4 kcal per mole. The value obtained for the HOMO-LUMO gap is 0.34866 Ha. For the highest occupied orbital energy, the calculation gives -9.06 eV. As for the SMILES: CCO.CCO.CCO.CCO.CCO.CCO. The LUMO energy is 0.016 Eh.



(2)
ORCA calculation (the ωB97M-V functional and the def2-TZVPD basis) on a cluster of 2 separate species, C7H12 in total at a distorted geometry.

Last column: Löwdin charge in e.
Cartesian coordinates (Å):
C 1.3390 -0.5948 -2.6237  -0.190
C 1.2261 0.7729 -2.0314  -0.121
C 1.1569 1.0024 -0.7433  -0.146
C 0.8799 -0.2515 0.3170  -0.113
C 0.4901 -0.1985 1.5403  0.041
C -0.8752 -0.2680 2.1147  -0.250
C -1.4892 1.1548 1.9201  -0.097
H 1.6855 -1.3526 -1.8921  0.055
H 2.1066 -0.6172 -3.4004  0.063
H 0.4285 -0.9961 -3.0646  0.047
H -0.8900 -1.5919 -1.3441  0.068
H -1.1612 -0.9328 -1.1170  0.069
H 1.1130 1.8775 -0.1191  0.068
H 1.4219 -1.0408 -0.1895  0.082
H -0.9494 -0.6410 3.1325  0.100
H -1.5571 -0.9190 1.5478  0.102
H -2.4288 1.1273 2.4833  0.073
H -0.8730 1.8381 2.5133  0.073
H -1.6235 1.6313 0.9562  0.076

The energy above the lowest of the compared OMol25 structures with the same formula, charge and spin comes out at 185.1 kcal per mole. The value obtained for the HOMO-LUMO gap is 0.23679 Ha. For the highest occupied orbital energy, the calculation gives -7.17 eV. The LUMO energy is -0.027 Eh.



(3)
ORCA calculation (the ωB97M-V functional and the def2-TZVPD basis) on a structure of composition C20H27NiO2S5SbSi.

Last column: Löwdin charge in e.
Cartesian coordinates (Å):
Ni 0.4758 0.8624 -1.6294  0.029
S 0.0302 1.6472 -6.0346  -0.374
Sb -0.2692 0.1360 -4.3222  -0.197
S -1.6026 1.1951 -2.5758  -0.047
S 1.7951 -0.2023 -3.1841  -0.049
S -1.2631 -1.8364 -4.8943  -0.337
O 1.0844 2.8924 -1.9901  -0.623
S 0.2250 3.6830 -2.9850  0.832
C 1.3147 5.0711 -3.4089  -0.315
C 0.5870 6.3596 -3.0336  -0.250
C -0.1125 6.0428 -1.7130  -0.250
C -0.8594 4.7404 -1.9743  -0.330
H 1.5704 4.9780 -4.4630  0.085
H 2.2018 4.9049 -2.7967  0.091
H -0.1656 6.5946 -3.7923  0.109
H 1.2668 7.2112 -2.9703  0.101
H -0.7750 6.8438 -1.3798  0.102
H 0.6357 5.8788 -0.9335  0.111
H -1.7691 4.8893 -2.5600  0.092
H -1.1032 4.1443 -1.0990  0.084
C 1.5162 -3.7674 1.9658  -0.105
C 1.6678 -2.5856 1.0053  -0.608
C 2.8733 -1.7404 1.4281  -0.103
C 1.8944 -3.1219 -0.4149  -0.093
Si 0.1551 -1.4529 0.9287  0.438
O 0.4013 -0.2436 -0.0718  -0.392
C -1.3324 -2.5035 0.4550  -0.193
C -1.8208 -2.3310 -0.8465  -0.075
C -2.8806 -3.0914 -1.3289  -0.078
C -3.4860 -4.0334 -0.5099  -0.115
C -3.0238 -4.2210 0.7906  -0.123
C -1.9565 -3.4675 1.2611  -0.117
C -0.1016 -0.6995 2.6669  -0.182
C -0.4447 -1.3884 3.8380  -0.103
C -0.6021 -0.7333 5.0551  -0.116
C -0.4178 0.6415 5.1351  -0.127
C -0.0779 1.3498 3.9897  -0.105
C 0.0752 0.6849 2.7777  -0.087
H 2.4252 -4.3849 1.9336  0.073
H 0.6737 -4.4075 1.6897  0.066
H 1.3803 -3.4448 3.0024  0.061
H 3.7890 -2.3485 1.4017  0.073
H 2.7570 -1.3488 2.4443  0.071
H 3.0113 -0.8911 0.7539  0.078
H 2.8089 -3.7327 -0.4398  0.076
H 1.9929 -2.3186 -1.1509  0.033
H 1.0610 -3.7503 -0.7440  0.081
H -1.3713 -1.5960 -1.5061  0.050
H -3.2003 -2.9378 -2.3532  0.087
H -4.3139 -4.6273 -0.8821  0.086
H -3.4916 -4.9575 1.4357  0.083
H -1.6138 -3.6442 2.2767  0.076
H -0.5959 -2.4621 3.8122  0.077
H -0.8719 -1.2971 5.9413  0.087
H -0.5432 1.1563 6.0810  0.084
H 0.0644 2.4239 4.0382  0.090
H 0.3316 1.2375 1.8800  0.092

Its expectation value of S² is 2.007. The energy above the lowest of the compared OMol25 structures with the same formula, charge and spin comes out at 0.0 kcal per mole. The multiplicity is 3. Its charge is -2. The value obtained for the HOMO-LUMO gap (alpha / beta) is 0.20079 / 0.20031 Ha. For the highest occupied orbital energy (alpha / beta), the calculation gives -1.39 / -1.38 eV. The LUMO energy (alpha / beta) is 0.150 / 0.150 Eh.



(4)
ORCA calculation (the ωB97M-V functional and the def2-TZVPD basis) on the molecule C21H27N3O2.

Last column: Löwdin charge in e.
Cartesian coordinates (Å):
C 1.5449 -2.6478 -1.7499  -0.111
C 0.8120 -3.9723 -1.5559  -0.256
C 0.6771 -4.3815 -0.0848  -0.190
C -0.5811 -3.8368 0.6009  -0.183
N -0.6533 -2.3948 0.5958  0.053
C -0.0180 -1.6403 1.5235  -0.459
O 0.5705 -2.1112 2.4768  0.076
C -0.0428 -0.1806 1.2263  -0.064
C 1.1194 0.5042 1.4132  0.001
N 1.2930 1.8068 1.0776  0.015
C 2.6000 2.4126 1.2445  -0.112
C 3.5622 2.1387 0.0733  -0.390
C 3.9880 0.6742 -0.0033  -0.076
C 2.9567 2.5854 -1.2547  -0.068
C 0.2781 2.6045 0.5595  -0.348
O 0.4796 3.7874 0.2996  0.031
C -0.9668 1.9030 0.3967  -0.049
C -1.1500 0.5515 0.7156  -0.039
C -2.5317 0.2647 0.4831  -0.092
C -3.3540 -0.8468 0.6794  -0.026
C -4.6876 -0.7511 0.3531  -0.091
C -5.2283 0.4302 -0.1628  -0.086
C -4.4510 1.5520 -0.3417  -0.010
C -3.1024 1.4690 -0.0060  -0.162
N -2.1454 2.4400 -0.0526  -0.029
C -2.3688 3.7944 -0.4778  -0.006
H 1.6304 -2.4160 -2.8097  0.070
H 2.5480 -2.7108 -1.3332  0.074
H 1.0276 -1.8257 -1.2619  0.050
H -0.1796 -3.9167 -2.0123  0.104
H 1.3693 -4.7471 -2.0868  0.102
H 0.6388 -5.4697 -0.0106  0.108
H 1.5512 -4.0398 0.4713  0.111
H -0.5755 -4.1542 1.6471  0.121
H -1.4771 -4.2270 0.1108  0.122
H -1.0285 -1.9449 -0.2233  0.133
H 1.9700 0.0022 1.8468  0.138
H 3.0390 2.0509 2.1774  0.133
H 2.4339 3.4908 1.3168  0.127
H 4.4528 2.7454 0.2724  0.136
H 4.4077 0.3386 0.9428  0.079
H 4.7466 0.5512 -0.7731  0.079
H 3.1444 0.0367 -0.2594  0.063
H 2.5937 3.6072 -1.1864  0.075
H 2.1202 1.9447 -1.5283  0.081
H 3.7005 2.5290 -2.0460  0.079
H -2.9589 -1.7570 1.1022  0.103
H -5.3353 -1.6019 0.5028  0.100
H -6.2786 0.4638 -0.4116  0.102
H -4.8742 2.4695 -0.7205  0.106
H -1.4354 4.3453 -0.3806  0.079
H -3.1342 4.2644 0.1437  0.099
H -2.6971 3.8152 -1.5197  0.099

The energy above the lowest of the compared OMol25 structures with the same formula, charge and spin comes out at 0.0 kcal per mole. The value obtained for the HOMO-LUMO gap is 0.29593 Ha. For the highest occupied orbital energy, the calculation gives -7.64 eV. As for the SMILES: CCCCNC(=O)c1cn(CC(C)C)c(=O)c2c1c1ccccc1n2C. The LUMO energy is 0.015 Eh.